1.
Formula: C24H36N12
Source: OMol25
Level of theory: ωB97M-V/def2-TZVPD

Its highest occupied orbital energy is -11.63 eV. Its gap between HOMO and LUMO is 11.4868 eV. The max |F| comes out at 0.84 eV Å⁻¹. Its SMILES is CC#N.CC#N.CC#N.CC#N.CC#N.CC#N.CC#N.CC#N.CC#N.CC#N.CC#N.CC#N.

The geometry in ORCA input format:
```
! RIJCOSX wB97M-V def2-TZVPD def2/J DEFGRID3
* xyz 0 1
C 15.997 7.112 -16.591
C 16.375 6.393 -15.394
N 16.707 5.847 -14.440
H 15.934 8.176 -16.380
H 15.063 6.745 -17.016
H 16.746 6.953 -17.371
C 18.617 8.580 -13.333
C 17.892 9.299 -14.373
N 17.283 9.818 -15.195
H 18.053 8.608 -12.404
H 19.594 9.034 -13.178
H 18.734 7.544 -13.648
C 12.376 12.849 -18.312
C 12.860 13.520 -17.130
N 13.284 14.041 -16.201
H 12.164 13.544 -19.123
H 11.441 12.345 -18.062
H 13.098 12.115 -18.652
C 14.036 8.669 -21.997
C 15.054 8.705 -20.953
N 15.860 8.763 -20.141
H 14.223 9.462 -22.721
H 13.057 8.846 -21.554
H 14.040 7.714 -22.514
C 17.328 10.987 -22.257
C 18.165 12.074 -22.761
N 18.812 12.942 -23.138
H 16.635 11.383 -21.521
H 18.011 10.258 -21.826
H 16.817 10.553 -23.115
C 14.875 11.781 -13.871
C 14.448 10.478 -13.376
N 14.124 9.452 -12.966
H 14.285 12.091 -14.728
H 15.936 11.701 -14.105
H 14.799 12.500 -13.054
C 18.471 14.181 -20.027
C 18.795 12.941 -19.341
N 19.031 11.952 -18.799
H 18.271 14.964 -19.299
H 17.583 14.018 -20.639
H 19.280 14.476 -20.692
C 12.286 8.174 -15.258
C 12.489 9.532 -15.732
N 12.673 10.612 -16.073
H 12.205 7.490 -16.104
H 11.350 8.109 -14.703
H 13.102 7.887 -14.600
C 15.822 11.000 -17.734
C 15.673 11.857 -18.887
N 15.507 12.564 -19.778
H 16.247 11.539 -16.895
H 16.388 10.100 -17.958
H 14.819 10.652 -17.462
C 14.574 15.987 -18.894
C 13.137 16.179 -19.063
N 12.009 16.339 -19.174
H 14.813 14.931 -18.793
H 14.904 16.509 -17.996
H 15.104 16.404 -19.750
C 15.189 14.100 -22.779
C 14.314 14.335 -23.923
N 13.611 14.504 -24.806
H 14.908 14.726 -21.936
H 16.229 14.273 -23.047
H 15.063 13.066 -22.459
C 19.026 12.782 -15.495
C 19.154 14.137 -14.957
N 19.250 15.201 -14.547
H 19.996 12.460 -15.866
H 18.345 12.804 -16.345
H 18.641 12.110 -14.737
*
```

2.
Formula: C38H62N9O5S2
Source: OMol25
Level of theory: ωB97M-V/def2-TZVPD

Its highest occupied orbital energy is -5.98 eV. Its gap between HOMO and LUMO is 7.5674 eV. The max |F| comes out at 0.98 eV Å⁻¹.

The geometry in ORCA input format:
```
! RIJCOSX wB97M-V def2-TZVPD def2/J DEFGRID3
* xyz -1 1
C -3.798 -0.556 -2.732
C -4.395 -1.734 -2.017
N -4.734 -2.792 -2.634
C -4.582 -1.651 -0.544
S -2.982 -1.634 0.300
O -2.087 -2.445 -0.494
O -2.594 -0.243 0.399
N -3.400 -2.321 1.676
S -2.513 -1.955 2.965
O -2.749 -0.600 3.408
O -2.692 -2.948 3.985
C -0.803 -2.032 2.388
O 0.049 -2.252 3.504
C 1.375 -1.990 3.285
C 2.143 -1.660 4.401
C 3.504 -1.421 4.273
C 4.123 -1.514 3.030
C 3.357 -1.828 1.919
C 1.986 -2.064 2.037
H -4.432 0.324 -2.658
H -3.613 -0.798 -3.773
H -2.853 -0.324 -2.242
H -4.533 -2.672 -3.622
H -5.045 -0.717 -0.258
H -5.117 -2.510 -0.159
H -0.704 -2.801 1.632
H -0.583 -1.049 1.978
H 1.659 -1.609 5.363
H 4.101 -1.159 5.133
H 5.176 -1.354 2.895
H 3.794 -1.914 0.937
H 1.427 -2.308 1.148
C -1.328 2.908 6.289
C -1.497 2.109 4.999
C -0.427 1.032 4.819
C 0.912 1.620 4.762
N 1.947 2.108 4.715
H -0.383 3.453 6.303
H -2.130 3.640 6.392
H -1.356 2.252 7.162
H -1.474 2.789 4.145
H -2.470 1.621 4.990
H -0.608 0.485 3.898
H -0.458 0.317 5.643
C -8.392 2.275 0.991
C -8.874 1.183 0.041
C -7.744 0.255 -0.417
C -6.708 1.002 -1.133
N -5.883 1.605 -1.650
H -7.668 2.931 0.508
H -9.229 2.893 1.318
H -7.923 1.845 1.877
H -9.344 1.642 -0.831
H -9.637 0.582 0.537
H -8.130 -0.521 -1.079
H -7.282 -0.238 0.439
C 6.520 -1.450 -1.600
C 7.790 -0.662 -1.293
C 8.136 -0.636 0.201
C 7.059 -0.008 0.964
N 6.206 0.499 1.537
H 5.650 -1.001 -1.120
H 6.328 -1.468 -2.673
H 6.606 -2.482 -1.256
H 7.675 0.362 -1.656
H 8.628 -1.104 -1.837
H 9.058 -0.073 0.374
H 8.284 -1.651 0.574
C 3.466 4.899 5.574
C 4.741 5.659 5.922
C 5.063 5.641 7.421
C 4.001 6.273 8.205
N 3.167 6.773 8.809
H 2.591 5.347 6.049
H 3.296 4.909 4.499
H 3.528 3.859 5.888
H 4.655 6.695 5.584
H 5.580 5.216 5.382
H 5.992 6.176 7.619
H 5.185 4.614 7.769
C -4.384 -5.309 -8.278
C -5.340 -5.077 -7.113
C -5.094 -3.745 -6.400
C -3.742 -3.692 -5.842
N -2.683 -3.647 -5.410
H -3.348 -5.361 -7.938
H -4.612 -6.251 -8.778
H -4.463 -4.507 -9.014
H -5.245 -5.897 -6.398
H -6.367 -5.088 -7.481
H -5.811 -3.613 -5.588
H -5.213 -2.918 -7.090
C -7.907 -0.462 -4.342
C -6.714 0.286 -4.922
C -6.838 0.546 -6.431
C -6.949 -0.711 -7.173
N -7.026 -1.707 -7.734
H -8.019 -1.456 -4.777
H -7.774 -0.591 -3.270
H -8.838 0.088 -4.508
H -5.806 -0.283 -4.725
H -6.610 1.241 -4.405
H -5.969 1.093 -6.798
H -7.726 1.144 -6.644
C 11.685 -0.111 -2.502
C 11.605 1.406 -2.376
C 12.171 1.922 -1.047
C 11.425 1.375 0.086
N 10.819 0.942 0.956
H 11.091 -0.606 -1.733
H 11.302 -0.435 -3.469
H 12.716 -0.460 -2.413
H 10.567 1.725 -2.477
H 12.162 1.867 -3.194
H 12.111 3.010 -1.003
H 13.219 1.639 -0.942
*
```

3.
Formula: C21H24BrN2OSbSe4SiTc
Source: OMol25
Level of theory: ωB97M-V/def2-TZVPD

Its highest occupied orbital energy is -16.48 eV. Its gap between HOMO and LUMO is 5.0385 eV. The max |F| comes out at 0.62 eV Å⁻¹.

The geometry in ORCA input format:
```
! RIJCOSX wB97M-V def2-TZVPD def2/J DEFGRID3
* xyz 3 1
Tc 0.304 -0.802 0.144
C -0.278 -2.661 1.812
Si 0.196 -1.292 3.036
C 1.797 -1.596 3.911
C -1.240 -0.850 4.104
N 0.458 -0.010 1.768
C 0.553 1.383 1.899
C 0.556 2.074 3.111
C 0.566 3.452 3.097
C 0.553 4.143 1.885
C 0.544 3.475 0.666
C 0.556 2.099 0.698
O 0.501 1.262 -0.426
C 0.842 1.760 -1.706
C 0.010 1.453 -2.762
C 0.362 1.900 -4.030
C 1.511 2.659 -4.214
C 2.320 2.974 -3.132
C 1.998 2.514 -1.856
H 0.131 -3.617 2.157
H 0.182 -2.729 0.775
H -1.359 -2.777 1.710
H 1.674 -2.398 4.643
H 2.117 -0.707 4.460
H 2.597 -1.879 3.231
H -1.674 -1.763 4.520
H -2.022 -0.330 3.548
H -0.943 -0.225 4.949
H 0.536 1.530 4.048
H 0.569 4.001 4.028
H 0.540 5.224 1.888
H 0.509 4.021 -0.266
H -0.899 0.888 -2.594
H -0.275 1.674 -4.874
H 1.766 3.023 -5.200
H 3.198 3.592 -3.270
H 2.592 2.794 -0.994
C -3.013 -3.599 -2.889
C -2.945 -2.375 -2.023
C -4.022 -1.498 -1.873
C -3.924 -0.408 -1.028
C -2.738 -0.177 -0.353
Br -2.627 1.285 0.804
N -1.684 -0.996 -0.491
C -1.814 -2.078 -1.290
H -3.858 -3.545 -3.571
H -3.138 -4.494 -2.277
H -2.106 -3.719 -3.480
H -4.946 -1.683 -2.407
H -4.756 0.265 -0.882
H -0.953 -2.746 -1.325
Se 4.118 -2.219 0.383
Sb 5.967 -2.824 -1.188
Se 3.522 -0.119 -2.519
Se 2.416 -1.651 -1.153
Se 5.153 -1.679 -3.206
*
```

4.
Formula: C7H10
Source: OMol25
Level of theory: ωB97M-V/def2-TZVPD

Its highest occupied orbital energy is -7.51 eV. Its gap between HOMO and LUMO is 7.5753 eV. The max |F| comes out at 3.37 eV Å⁻¹. Its SMILES is C=C/C=C(/C)C=C.

The geometry in ORCA input format:
```
! RIJCOSX wB97M-V def2-TZVPD def2/J DEFGRID3
* xyz 0 1
C 0.058 1.966 1.109
C -0.855 1.489 0.220
C -1.192 0.078 0.063
C -0.176 -0.872 0.064
C -0.508 -2.318 0.211
C 1.211 -0.470 -0.289
C 1.392 0.315 -1.374
H 0.620 1.444 1.923
H 0.408 3.074 1.001
H -1.701 2.145 0.052
H -2.160 -0.049 -0.629
H -1.558 -2.594 0.275
H -0.129 -2.655 1.224
H -0.140 -2.943 -0.606
H 1.809 -0.872 0.486
H 1.093 0.178 -2.414
H 2.178 1.151 -1.332
*
```

5.
Formula: C21H60N6O7
Source: OMol25
Level of theory: ωB97M-V/def2-TZVPD

Its highest occupied orbital energy is -8.12 eV. Its gap between HOMO and LUMO is 8.3956 eV. The max |F| comes out at 5.98 eV Å⁻¹. Its SMILES is COC[C@H](C)N.COC[C@H](C)N.COC[C@H](C)N.COC[C@H](C)N.NC(N)=O.CCO.CCO.

The geometry in ORCA input format:
```
! RIJCOSX wB97M-V def2-TZVPD def2/J DEFGRID3
* xyz 0 1
C 3.956 -2.224 2.113
O 3.641 -0.863 1.872
C 3.910 -0.470 0.591
C 4.259 1.062 0.445
C 3.166 1.903 0.988
N 4.260 1.360 -0.986
H 4.736 -2.649 1.481
H 3.036 -2.803 2.027
H 4.149 -2.467 3.157
H 4.697 -1.023 0.079
H 3.098 -0.735 -0.085
H 5.229 1.447 0.758
H 2.220 2.016 0.458
H 3.566 2.913 0.906
H 2.983 1.770 2.054
H 5.053 1.931 -1.243
H 3.606 2.130 -0.987
C -2.828 1.028 -3.260
O -2.164 1.896 -2.365
C -3.163 2.759 -1.673
C -2.419 3.862 -0.857
C -1.546 3.272 0.320
N -3.277 4.848 -0.245
H -3.874 0.872 -2.995
H -2.461 0.005 -3.171
H -2.656 1.256 -4.312
H -3.717 3.358 -2.396
H -3.761 2.155 -0.990
H -1.783 4.230 -1.663
H -2.251 2.818 1.016
H -0.998 4.018 0.896
H -0.873 2.481 -0.011
H -3.913 4.359 0.368
H -2.741 5.404 0.407
C -2.115 -0.070 -0.243
O -3.054 -0.667 0.681
C -2.599 -1.719 1.511
C -3.772 -2.365 2.237
C -4.828 -2.897 1.283
N -4.245 -1.289 3.154
H -1.784 -0.636 -1.114
H -1.211 0.238 0.283
H -2.487 0.916 -0.523
H -2.147 -2.424 0.814
H -1.792 -1.442 2.189
H -3.457 -3.223 2.831
H -5.094 -2.353 0.376
H -5.684 -3.223 1.874
H -4.320 -3.758 0.850
H -3.489 -0.620 3.190
H -4.963 -0.829 2.613
C -0.370 -3.928 1.258
O -0.332 -2.774 2.131
C 0.856 -2.709 2.935
C 1.093 -1.316 3.577
C 1.488 -0.334 2.451
N 2.094 -1.319 4.569
H -1.292 -3.776 0.697
H -0.351 -4.863 1.818
H 0.448 -3.934 0.537
H 0.596 -3.550 3.577
H 1.723 -3.002 2.342
H 0.133 -0.977 3.966
H 2.201 -0.785 1.761
H 1.898 0.631 2.747
H 0.654 -0.174 1.769
H 1.912 -2.072 5.218
H 2.940 -1.651 4.127
N 0.999 -0.031 -0.229
C 0.854 1.029 -0.941
N -0.328 1.115 -1.535
O 1.691 1.860 -1.107
H 1.911 -0.292 0.119
H 0.184 -0.523 0.105
H -0.809 0.265 -1.793
H -0.558 2.030 -1.895
C 0.115 -2.508 -1.446
C -0.624 -2.226 -2.761
O -1.062 -0.928 -2.890
H 1.083 -2.011 -1.392
H 0.389 -3.554 -1.310
H -0.443 -2.134 -0.588
H -1.351 -3.029 -2.882
H 0.026 -2.239 -3.637
H -0.674 -0.556 -3.686
C 1.370 3.489 -3.777
C 2.322 2.403 -3.336
O 3.088 1.793 -4.354
H 0.885 3.954 -2.918
H 0.715 3.027 -4.516
H 1.898 4.365 -4.153
H 1.804 1.799 -2.592
H 3.144 2.787 -2.731
H 3.586 1.087 -3.936
*
```